Model A:
# C3H9BS3

A single C3H9BS3 molecule (ωB97M-V/def2-TZVPD, OMol25).

The geometry in ORCA input format:
```
! RIJCOSX wB97M-V def2-TZVPD def2/J DEFGRID3
* xyz 0 1
S -1.6783 -1.9270 1.9594
S 1.4638 2.5272 -0.1739
S -0.0496 -3.2618 -0.2770
C 0.2738 -0.3594 0.3144
C 0.0271 1.8366 -1.0404
C -0.6468 0.5867 -0.4439
B -0.4110 -1.7288 0.6478
H 1.1851 -3.0119 -0.7282
H 2.2395 1.4546 0.0178
H 1.1908 -0.5481 -0.2432
H -1.4213 0.9302 0.2378
H -0.6928 2.6475 -0.9994
H 0.5903 0.1121 1.2443
H 0.2803 1.7026 -2.0857
H -1.1848 -1.0198 2.8113
H -1.1663 0.0593 -1.2411
*
```

Values from the calculation:
LUMO: 0.2547 eV
SMILES: SCCCB(S)S
Kohn-Sham gap: 9.3994 eV

Now the Mulliken charges, all in e:
1 S -0.3212
2 S -0.2142
3 S -0.3154
4 C -0.7477
5 C -0.6934
6 C -0.2876
7 B 0.4465
8 H 0.1100
9 H 0.1077
10 H 0.2559
11 H 0.2349
12 H 0.3456
13 H 0.3171
14 H 0.3323
15 H 0.1204
16 H 0.3090

Model B:
# C3H9BS3

2 unconnected molecules or ions with the total composition C3H9BS3 (ωB97M-V/def2-TZVPD, OMol25).

The geometry in ORCA input format:
```
! RIJCOSX wB97M-V def2-TZVPD def2/J DEFGRID3
* xyz 0 1
S -4.2434 0.0692 -1.4317
S -0.6382 -0.4635 -1.7018
S -2.8337 1.2875 1.2583
C 1.0147 -2.6158 1.5858
C 0.1907 -1.4383 0.9002
C -0.1157 -1.7293 -0.5150
B -2.8307 0.6057 -0.4590
H 0.8815 -2.1067 -0.8019
H 1.2351 -2.4506 2.6362
H -5.2246 0.6017 -0.6280
H 1.8901 -2.9174 0.9842
H -0.7696 -2.6398 -0.5997
H -4.1295 1.8845 1.2856
H 0.4555 -3.5002 1.6788
H -0.5262 -1.0439 1.5648
H 0.9562 -0.6670 0.8137
*
```

Values from the calculation:
LUMO: -0.7778 eV
Kohn-Sham gap: 7.6824 eV

Now the Mulliken charges, all in e:
1 S -0.2035
2 S -0.2406
3 S -0.2678
4 C -1.3100
5 C -0.1533
6 C -0.6512
7 B 0.4365
8 H 0.2860
9 H 0.3518
10 H 0.0988
11 H 0.3481
12 H 0.2869
13 H 0.1273
14 H 0.3638
15 H 0.3087
16 H 0.2186

Most stable = model A